No. 1
# C38H45IrNO9P5S2Te

A structure of composition C38H45IrNO9P5S2Te at a distorted geometry (the ωB97M-V functional and the def2-TZVPD basis, the OMol25 dataset).

Last column: Mulliken charge in e.
CARTESIAN COORDINATES (ANGSTROEM)
Ir 0.86649 -0.86559 -0.24892  2.72
Te -2.06657 1.01075 -3.70315  0.29
C -3.79596 1.78188 -2.77327  0.07
C -3.80943 2.96521 -2.05243  0.19
C -5.01215 3.38876 -1.50361  -0.49
N -6.16170 2.73127 -1.64242  -0.63
C -6.13460 1.60104 -2.34490  -0.45
C -4.98376 1.07928 -2.92292  -0.25
C -1.18866 0.35915 -1.91737  -1.34
P -0.13495 1.22610 -0.70658  2.05
C -1.30358 1.86035 0.55925  2.98
C -2.18532 0.93580 1.10936  -1.58
C -3.16086 1.32494 2.01199  -1.15
C -3.25386 2.65093 2.40427  -0.99
C -2.33098 3.57030 1.92885  -1.41
C -1.35241 3.17692 1.02643  -1.09
C 0.49591 2.61604 -1.70527  1.44
C -0.19303 3.82982 -1.77065  -0.37
C 0.17084 4.80148 -2.69027  -1.20
C 1.21404 4.57763 -3.57207  -0.64
C 1.88979 3.36990 -3.53216  -1.13
C 1.53687 2.39776 -2.60966  -0.59
P -0.85125 -1.37459 -1.56884  1.75
C -2.40829 -2.07308 -0.99047  0.97
C -3.52197 -1.27956 -0.73025  -0.68
C -4.71540 -1.87203 -0.34168  -1.17
C -4.79814 -3.24935 -0.20501  -0.77
C -3.68490 -4.04501 -0.44642  -0.78
C -2.49248 -3.46031 -0.83368  -0.99
C -0.49787 -2.20450 -3.13327  0.65
C 0.76788 -2.11595 -3.71340  -0.35
C 0.99623 -2.67538 -4.96127  -1.13
C -0.02904 -3.32131 -5.63718  -0.61
C -1.29001 -3.40664 -5.06688  -0.80
C -1.52875 -2.85202 -3.81992  -0.69
H -2.91546 3.55576 -1.91937  0.27
H -5.05414 4.31012 -0.93322  0.41
H -7.08020 1.08098 -2.45167  0.41
H -5.02280 0.14565 -3.46819  0.39
H -2.10482 -0.10641 0.85701  0.21
H -3.83169 0.58134 2.42383  0.61
H -4.02493 2.96263 3.09682  0.45
H -2.36048 4.59796 2.26800  0.50
H -0.60877 3.90069 0.73618  0.59
H -1.02927 4.03006 -1.12978  0.23
H -0.37472 5.73571 -2.71822  0.47
H 1.48514 5.33341 -4.29744  0.41
H 2.69380 3.17471 -4.22975  0.50
H 2.05708 1.46013 -2.60747  0.30
H -3.47622 -0.20703 -0.84092  0.83
H -5.58067 -1.25029 -0.15023  0.52
H -5.73361 -3.70748 0.08839  0.44
H -3.74781 -5.11894 -0.33318  0.46
H -1.62276 -4.08186 -1.01377  0.52
H 1.56539 -1.61015 -3.19478  0.69
H 1.98007 -2.60780 -5.40701  0.48
H 0.15331 -3.75669 -6.61103  0.42
H -2.09350 -3.90535 -5.59248  0.45
H -2.51825 -2.91814 -3.39134  0.44
C 5.24233 -1.30039 0.75965  -1.91
C 3.85829 -1.16645 0.15031  0.86
O 2.83099 -0.72543 1.06739  -0.57
P 3.25535 -2.75936 -0.49756  0.51
O 4.04710 -3.04003 -1.82458  -0.58
O 3.80861 -3.87479 0.46813  -0.54
O 1.75513 -2.80689 -0.59406  -0.55
P 3.66021 0.13311 -1.11167  0.65
O 4.81333 -0.08787 -2.19407  -0.65
O 3.71041 1.43270 -0.41785  -0.81
O 2.35989 -0.33235 -1.79073  -0.34
H 5.20386 -1.91355 1.65928  0.34
H 5.63855 -0.31558 1.01110  0.51
H 5.91810 -1.77725 0.04876  0.37
H 2.99741 0.21572 1.27245  0.09
H 4.18572 -2.28731 -2.42098  0.46
H 3.16646 -4.57615 0.65274  0.37
H 5.42490 0.66005 -2.24618  0.42
C 1.64956 2.45277 3.31107  -0.95
C 0.37641 1.86927 3.89368  0.92
C 0.49108 1.59524 5.38002  -1.50
O 0.00784 0.70916 3.07571  -0.14
P 0.25231 -0.82419 3.38879  0.48
S -0.74349 -1.71743 4.74024  -0.34
S -0.20668 -1.76758 1.59266  -0.83
O 1.83586 -0.79727 3.61956  -0.06
C 2.52947 -1.63148 4.58666  0.33
C 2.61777 -3.05818 4.08478  -1.06
C 3.88626 -0.99567 4.79741  -1.25
H 1.84629 3.43240 3.74896  0.50
H 1.56389 2.57001 2.22642  0.13
H 2.49700 1.80114 3.52334  -0.04
H -0.45388 2.55218 3.72427  0.08
H 1.31516 0.91714 5.60199  0.16
H -0.42350 1.17199 5.78762  0.40
H 0.69031 2.54468 5.88046  0.52
H 1.95356 -1.60374 5.51382  0.55
H 3.06400 -3.08083 3.08784  -0.07
H 1.63150 -3.51838 4.03970  0.34
H 3.24270 -3.64292 4.76178  0.48
H 4.51927 -1.12576 3.91702  0.08
H 4.38485 -1.46085 5.64796  0.46
H 3.78902 0.07115 4.99947  0.33

Summary:
energy relative to the best compared isomer or geometry (same formula, charge and spin) = 1.613 eV
frontier orbital gap (alpha / beta) = 7.5 / 5.8 eV
⟨S²⟩ = 0.76
spin multiplicity = 2
energy = -138303.8259 eV
charge = +1


No. 2
# C38H45N4S

A cluster of 2 separate species, C38H45N4S in total at a distorted geometry (the ωB97M-V functional and the def2-TZVPD basis, the OMol25 dataset).

Last column: Mulliken charge in e.
CARTESIAN COORDINATES (ANGSTROEM)
C 6.70685 2.65719 2.32507  -0.92
C 6.66089 4.08345 1.79831  -0.63
N 5.38062 4.43270 1.24128  0.01
C 5.43091 5.59905 0.39146  -0.68
C 4.13971 5.84464 -0.38274  -0.97
C 2.89598 5.69739 0.48564  -0.51
C 2.95631 4.53247 1.42663  0.76
C 4.21881 3.96200 1.77517  0.49
C 4.20552 2.85610 2.68441  0.73
C 3.01304 2.28869 3.11764  -1.48
C 1.74189 2.71808 2.61950  0.62
C 0.56782 1.89551 2.75023  -0.77
C -0.68327 2.24103 2.15168  -0.37
C -1.93388 1.92526 2.76769  -1.31
C -3.10888 2.58444 2.40405  0.73
C -3.11767 3.47745 1.28749  0.18
N -4.27328 4.05464 0.86415  0.01
C -5.56005 3.54032 1.29669  -0.65
C -5.55747 3.16875 2.75902  -0.89
C -4.35112 2.32116 3.17469  -0.86
C -4.34517 4.80596 -0.37617  -0.71
C -3.06866 5.56446 -0.68284  -0.95
C -1.82578 4.69226 -0.53758  -0.50
C -1.88953 3.73262 0.60150  1.04
C -0.75736 3.03641 0.96986  -1.62
C 1.78728 3.98630 1.94143  -1.47
C 5.48482 2.26554 3.15057  -0.83
H 6.79235 1.96306 1.48402  0.34
H 7.59355 2.54712 2.95965  0.35
H 6.89966 4.77070 2.64134  0.31
H 7.44783 4.22109 1.04190  0.38
H 5.62716 6.49579 1.02719  0.33
H 6.27357 5.51117 -0.31288  0.38
H 4.16959 6.86543 -0.79739  0.39
H 4.05416 5.14484 -1.22735  0.34
H 2.72069 6.63083 1.03322  0.34
H 2.04366 5.56014 -0.18915  0.16
H 3.03404 1.45153 3.81866  0.61
H 0.63737 0.93035 3.25715  1.23
H -1.94350 1.23497 3.62451  0.50
H -6.31621 4.30775 1.10137  0.37
H -5.82720 2.65385 0.68984  0.33
H -5.56267 4.07613 3.36632  0.33
H -6.45752 2.59219 2.97030  0.36
H -4.60426 1.25353 3.06792  0.39
H -4.15722 2.50202 4.24519  0.37
H -4.55584 4.10092 -1.20850  0.33
H -5.19337 5.49968 -0.30916  0.41
H -3.12550 5.92168 -1.71575  0.40
H -2.95869 6.43142 -0.02062  0.33
H -1.64325 4.14328 -1.47091  0.38
H -0.96511 5.36104 -0.39298  0.10
H 0.14727 3.19369 0.37290  1.11
H 0.86150 4.53318 1.75649  1.05
H 5.38764 1.17131 3.13264  0.41
H 5.65821 2.56299 4.19536  0.34
C -1.49425 -2.73534 3.38644  -1.31
C -0.39662 -2.99636 4.43351  0.71
C -0.80610 -4.29851 5.15012  -1.59
C -0.31997 -1.83546 5.47510  -0.23
C 0.13421 -2.34851 6.81789  -0.87
C 0.22265 -1.33733 7.91763  -1.02
N 0.27222 0.01679 7.39985  0.27
C 0.34192 1.06633 8.29365  -0.03
C 0.59702 2.28468 7.66199  0.79
C 0.86992 3.39413 8.48450  -0.59
C 1.14290 3.21286 9.85081  -0.59
C 0.93717 1.95138 10.45064  -0.56
C 0.39563 0.89234 9.69303  -0.79
S 0.68459 2.07138 5.92548  -0.01
C 0.40242 0.31972 6.05910  0.25
N 0.27053 -0.51698 5.06328  -0.22
H -2.47391 -2.99119 3.82439  0.36
H -1.51213 -1.68568 3.06861  0.15
H -1.35197 -3.37184 2.50061  0.42
H 0.56308 -3.14448 3.90614  0.35
H -1.79542 -4.13122 5.60724  0.39
H -0.90184 -5.15451 4.46465  0.38
H -0.09685 -4.58592 5.93349  0.36
H -1.38834 -1.64482 5.68118  0.10
H -0.62489 -3.07020 7.15031  0.49
H 1.08427 -2.90120 6.77540  0.33
H -0.67731 -1.38959 8.53447  0.46
H 1.10558 -1.52601 8.54876  0.41
H 0.88398 4.37053 8.00542  0.41
H 1.52651 4.05931 10.44862  0.34
H 1.20875 1.82136 11.49219  0.39
H 0.08423 -0.02540 10.20636  0.38

Summary:
energy relative to the best compared isomer or geometry (same formula, charge and spin) = 1.207 eV
frontier orbital gap = 5.8 eV
energy = -56926.7502 eV
charge = +1


The lowest energy belongs to which entry?
C38H45IrNO9P5S2Te


Number 2 is which compound?
C38H45N4S


Which of these has the lowest energy relative to the best compared isomer or geometry (same formula, charge and spin)?
C38H45N4S